# C36H52CoN3O2Si

A molecular structure, C36H52CoN3O2Si (ωB97M-V/def2-TZVPD, OMol25).

Summary:
Relative energy (zero: lowest compared OMol25 entry of this formula, charge and spin)   0.000 eV
Charge   0
DFT total energy   -3389.96732 Ha
Kohn-Sham gap (alpha / beta)   8.0 / 8.0 eV
F_max   0.82 eV/A
Highest occupied orbital energy (alpha / beta)   -7.74 / -7.74 eV
LUMO energy (alpha / beta)   0.31 / 0.31 eV

Last column: Löwdin charge in e.
CARTESIAN COORDINATES (ANGSTROEM)
Co 0.75167 0.25236 0.24161  0.340
C -2.57927 -5.39196 -0.78182  -0.034
C -1.08468 -5.51840 -0.84307  -0.211
C -0.47031 -6.47813 -1.63675  -0.040
C 0.90984 -6.59430 -1.69686  -0.080
C 1.70525 -5.75852 -0.92766  -0.075
C 1.11228 -4.80799 -0.11543  -0.029
C -0.26746 -4.66849 -0.09666  -0.211
N -0.86220 -3.67144 0.71631  0.124
C -0.33112 -2.40479 0.91644  -0.337
N -0.30052 -2.04402 2.21418  0.160
C 0.19650 -0.86758 2.83822  -0.190
C 0.75501 0.19425 2.12387  -0.140
C 1.28802 1.23208 2.89593  -0.124
C 1.21424 1.25206 4.27349  -0.070
C 0.59766 0.20373 4.94435  -0.050
C 0.09091 -0.87254 4.24293  -0.224
C -0.55343 -2.01541 4.98379  -0.052
N 0.06655 -1.61599 -0.04693  0.110
C -0.22110 -2.00281 -1.39542  -0.256
C -1.54550 -2.10567 -1.80244  -0.061
C -1.86099 -2.43897 -3.10841  -0.078
C -0.84120 -2.66720 -4.01864  -0.077
C 0.47813 -2.53865 -3.61279  -0.036
C 0.81566 -2.19463 -2.30994  -0.221
C 2.25619 -2.01957 -1.92617  -0.015
H -3.05127 -6.05767 -1.50167  0.081
H -2.88928 -4.36998 -0.99926  0.065
H -2.96331 -5.65125 0.20770  0.082
H -1.09042 -7.13810 -2.22920  0.111
H 1.36050 -7.34177 -2.33401  0.102
H 2.78163 -5.85036 -0.95078  0.106
H 1.71586 -4.16532 0.51267  0.119
H -1.58166 -3.96312 1.35948  0.148
H -0.45658 -2.81137 2.84754  0.118
H 1.78088 2.04763 2.38716  0.070
H 1.63242 2.08171 4.82722  0.107
H 0.51871 0.21596 6.02359  0.107
H -0.58887 -1.79634 6.04873  0.078
H 0.00612 -2.94977 4.87361  0.083
H -1.57833 -2.19356 4.64979  0.083
H -2.32970 -1.91042 -1.08251  0.114
H -2.89573 -2.51515 -3.41121  0.105
H -1.06950 -2.92932 -5.04241  0.101
H 1.27488 -2.70216 -4.32796  0.112
H 2.90479 -2.37622 -2.72457  0.085
H 2.50428 -2.55614 -1.01056  0.073
H 2.49760 -0.97038 -1.74620  0.063
C 4.32079 1.84542 -1.01149  -0.068
O 2.91875 1.58219 -0.90982  -0.179
C 2.52565 0.87697 0.19882  -0.505
O 3.36767 0.47295 0.97693  0.036
H 4.42784 2.62704 -1.76172  0.088
H 4.86204 0.95228 -1.32882  0.091
H 4.72563 2.17775 -0.05603  0.090
C -2.60695 0.90747 0.05881  -0.104
C -1.96003 2.12667 0.74094  -0.575
C -1.94718 1.77861 2.23978  -0.092
C -2.90801 3.32481 0.58684  -0.095
Si -0.14999 2.45013 0.02420  0.931
C 0.52978 4.13491 0.71407  -0.588
C 2.05231 4.21037 0.52280  -0.090
C 0.23751 4.35761 2.20462  -0.097
C -0.10025 5.32677 -0.03001  -0.088
C -0.23714 2.48966 -1.93705  -0.572
C -1.54178 3.06672 -2.50788  -0.093
C 0.88408 3.23985 -2.67753  -0.089
C -0.13030 1.01361 -2.32358  -0.104
H -3.54993 0.67497 0.56450  0.088
H -1.97058 0.02118 0.14803  0.047
H -2.83407 1.05262 -0.99634  0.064
H -2.98303 1.71353 2.58736  0.087
H -1.43872 2.51578 2.85720  0.065
H -1.47550 0.81923 2.42614  0.053
H -3.90541 3.03249 0.93183  0.084
H -3.00583 3.67000 -0.43988  0.058
H -2.59590 4.16874 1.20078  0.063
H 2.57580 3.42622 1.07343  0.067
H 2.41565 5.17428 0.89103  0.088
H 2.33626 4.12299 -0.52309  0.064
H 0.57890 3.54062 2.83843  0.047
H -0.82715 4.50551 2.38847  0.067
H 0.74914 5.26863 2.52841  0.087
H 0.16476 5.35528 -1.08221  0.055
H 0.26852 6.25341 0.42014  0.087
H -1.18467 5.33927 0.04390  0.063
H -1.66418 4.11925 -2.23912  0.075
H -2.43412 2.53255 -2.19191  0.055
H -1.50495 3.01451 -3.60064  0.085
H 0.82348 4.31607 -2.54581  0.062
H 0.76688 3.04828 -3.74896  0.085
H 1.87154 2.90287 -2.38758  0.055
H -0.95328 0.41865 -1.93439  0.052
H 0.82594 0.59495 -1.97234  0.058
H -0.12311 0.88192 -3.41058  0.108

***

# C5H7ClO2S

A single C5H7ClO2S molecule (ωB97M-V/def2-TZVPD, OMol25).

Summary:
Relative energy (zero: lowest compared OMol25 entry of this formula, charge and spin)   3.046 eV
Charge   0
DFT total energy   -1203.36904 Ha
Kohn-Sham gap   9.3 eV
F_max   3.29 eV/A
Highest occupied orbital energy   -9.41 eV
LUMO energy   -0.10 eV
SMILES   C=C=[S@](=O)(Cl)OC1CC1

Last column: natural (NBO) charge in e.
CARTESIAN COORDINATES (ANGSTROEM)
C -0.44283 3.31650 2.28966  -0.465
C -0.11122 2.02991 2.47571  -0.394
S 0.25963 1.32598 0.84967  1.935
O 1.66493 1.08356 0.63745  -0.890
Cl -0.48000 2.43783 -0.77030  -0.298
O -0.46065 0.03081 0.42218  -0.698
C 0.17221 -0.84119 -0.53882  0.047
C -0.67657 -1.83836 -1.17651  -0.430
C -0.15264 -0.63322 -1.99022  -0.441
H -0.44164 3.89967 1.34056  0.219
H -0.53171 3.80695 3.26896  0.227
H 1.25612 -0.75858 -0.29163  0.248
H -1.65181 -1.77805 -0.72841  0.241
H -0.33299 -2.89858 -1.44493  0.237
H 0.72986 -0.83537 -2.52778  0.221
H -0.80395 0.13003 -2.40993  0.242

***

# C25H44ClN2O6

6 unconnected molecules or ions with the total composition C25H44ClN2O6 (ωB97M-V/def2-TZVPD, OMol25).

Summary:
Charge   -1
DFT total energy   -2000.04740 Ha
Kohn-Sham gap   2.8 eV
F_max   2.32 eV/A
Highest occupied orbital energy   -1.09 eV
LUMO energy   1.75 eV

Last column: Löwdin charge in e.
CARTESIAN COORDINATES (ANGSTROEM)
O -0.87227 -1.23607 3.03748  0.058
C -0.59107 -1.26482 1.70961  -0.282
C -0.41439 -2.49349 1.10102  -0.021
C -0.09655 -2.57012 -0.23056  -0.092
C 0.02574 -1.45291 -1.03012  -0.089
C -0.14866 -0.22383 -0.41995  -0.064
C -0.44704 -0.13105 0.92160  -0.170
C -0.59150 1.24530 1.56567  -0.172
N 0.69128 1.55092 2.24090  -0.052
C 1.81068 1.77119 1.30170  -0.242
C 2.81593 0.60785 1.22956  -0.230
C 3.54360 0.33542 2.60408  -0.504
N 4.81115 -0.34683 2.39941  -0.626
Cl 4.45772 -1.99488 1.85954  0.212
H -0.98617 -0.32749 3.33760  0.082
H -0.52098 -3.40143 1.69248  0.113
H 0.05558 -3.55464 -0.69024  0.089
H 0.26998 -1.49521 -2.08715  0.098
H -0.04977 0.71253 -0.96665  0.106
H -0.87456 2.02265 0.82980  0.089
H -1.35062 1.24436 2.36814  0.106
H 0.54932 2.36251 2.83224  0.091
H 1.40177 1.94658 0.29019  0.093
H 2.35957 2.66835 1.60507  0.083
H 2.33420 -0.34416 0.96476  0.062
H 3.54785 0.78627 0.42744  0.096
H 2.86336 -0.35390 3.15361  0.057
H 3.67284 1.30544 3.10956  0.080
C -2.51811 3.74661 -3.15364  -0.038
C -2.61667 3.23937 -1.73732  -0.489
O -1.65736 3.22168 -1.00003  0.055
C -3.96831 2.75056 -1.27357  -0.020
H -1.49527 4.06318 -3.35069  0.084
H -2.78198 2.95246 -3.85275  0.086
H -3.18036 4.59570 -3.29274  0.065
H -4.29439 1.91371 -1.89320  0.085
H -4.69786 3.56055 -1.33130  0.081
H -3.89533 2.41485 -0.24053  0.080
C -1.46640 -7.18949 -0.07966  -0.024
C -0.03590 -6.71332 -0.17289  -0.502
O 0.33311 -5.98807 -1.06715  0.056
C 0.91627 -7.17521 0.89862  -0.020
H -2.03763 -6.77995 -0.91130  0.078
H -1.50071 -8.27923 -0.12997  0.080
H -1.91162 -6.84854 0.85633  0.084
H 0.98766 -8.26433 0.89351  0.086
H 0.57346 -6.83311 1.87410  0.062
H 1.90244 -6.75621 0.70540  0.088
C -3.45201 4.20393 -7.59247  -0.019
C -3.08932 5.32008 -6.64378  -0.486
O -3.23700 5.20469 -5.44890  0.055
C -2.53397 6.58560 -7.25035  -0.022
H -3.83650 3.35860 -7.02502  0.082
H -4.22233 4.54102 -8.28809  0.084
H -2.56836 3.88328 -8.14649  0.086
H -3.26497 7.02491 -7.93122  0.084
H -1.61099 6.36708 -7.78982  0.086
H -2.31728 7.29995 -6.45848  0.082
C 2.08883 -8.14309 5.41790  -0.023
C 0.80789 -7.48988 4.96109  -0.498
O 0.21076 -7.88614 3.98534  0.047
C 0.30540 -6.32119 5.77071  -0.020
H 2.33366 -8.96508 4.74770  0.079
H 2.90375 -7.41787 5.39846  0.090
H 1.96716 -8.53628 6.42877  0.082
H 1.04490 -5.51878 5.76627  0.093
H 0.10705 -6.63632 6.79683  0.082
H -0.61832 -5.94871 5.33228  0.082
C 3.21285 6.63218 0.91478  -0.028
C 2.65466 5.44044 0.16906  -0.497
O 3.13449 4.34113 0.28963  0.076
C 1.46722 5.68549 -0.73370  -0.022
H 4.05755 6.31242 1.52215  0.081
H 3.55411 7.38962 0.20651  0.078
H 2.44832 7.05543 1.56909  0.080
H 1.73283 6.40225 -1.51393  0.078
H 0.62688 6.06723 -0.15096  0.083
H 1.17069 4.74827 -1.20135  0.077

***

# C14H17F3NO7S2

A molecular structure, C14H17F3NO7S2 (ωB97M-V/def2-TZVPD, OMol25).

Summary:
Relative energy (zero: lowest compared OMol25 entry of this formula, charge and spin)   0.461 eV
Charge   -1
DFT total energy   -2220.90038 Ha
Kohn-Sham gap   5.4 eV
F_max   6.11 eV/A
Highest occupied orbital energy   -2.88 eV
LUMO energy   2.55 eV

Last column: natural (NBO) charge in e.
CARTESIAN COORDINATES (ANGSTROEM)
C -0.28201 -2.03607 3.66696  -0.259
O -0.18406 -1.69047 2.25266  -0.556
C -0.16932 -0.32208 2.10994  -0.217
C 1.10598 0.28472 2.63152  0.725
O 1.43521 1.44161 2.44220  -0.674
O 1.95675 -0.59913 3.19458  -0.552
C 3.21021 -0.04019 3.63921  -0.261
C -1.34721 0.44658 2.67349  0.700
O -1.27283 1.54104 3.22908  -0.684
O -2.50666 -0.25005 2.59248  -0.531
C -3.52856 0.44118 3.31462  -0.260
H 0.10089 -3.06432 3.76206  0.164
H 0.34724 -1.33062 4.23581  0.194
H -1.31929 -1.97331 4.06899  0.162
H 3.78537 -0.92757 3.96264  0.176
H 3.69598 0.52740 2.80784  0.201
H 2.99021 0.61411 4.50750  0.182
H -4.39039 -0.21673 3.30565  0.170
H -3.18783 0.58003 4.34533  0.185
H -3.72596 1.41707 2.84664  0.188
C -1.81763 0.95096 -3.14791  -0.425
N -0.40247 0.78149 -3.44034  -0.788
S 0.18293 0.08611 -4.94559  0.370
C -0.68101 -1.20984 -5.76823  0.800
F -0.22941 -1.07647 -7.05482  -0.319
F -0.33735 -2.45772 -5.33820  -0.328
F -2.02876 -1.12734 -5.75420  -0.324
S 0.73670 2.07533 -3.25435  2.252
C 1.55658 1.05296 -1.99770  -0.311
C 1.02674 1.38308 -0.75471  -0.222
C 0.58340 0.35894 0.03053  -0.094
C 0.98063 -0.94963 -0.16232  -0.239
C 1.56435 -1.27434 -1.38361  -0.212
C 1.77300 -0.29988 -2.33617  -0.249
O 1.67898 2.28141 -4.32717  -0.900
O -0.05719 3.16356 -2.71625  -0.912
H -2.37771 0.06419 -3.47550  0.219
H -1.89532 0.98622 -2.06015  0.234
H -2.16295 1.90192 -3.58454  0.205
H 0.78158 2.40626 -0.48074  0.235
H -0.19189 0.66148 0.76976  0.271
H 0.80598 -1.70946 0.58218  0.258
H 1.72007 -2.31461 -1.64000  0.202
H 2.07701 -0.57784 -3.34917  0.223

***

Q: Among the records above, which one has the lowest F_max?
A: C36H52CoN3O2Si